No. 1
Density functional theory data (the ωB97M-V functional and the def2-TZVPD basis) for a 9-piece molecular cluster, C54H135N9O18 overall.

Last column: Löwdin charge in e.
Atoms and positions in Å:
C (7.409, -7.800, -7.956)  -0.1100
O (6.849, -8.440, -6.814)  -0.1870
C (6.848, -7.707, -5.585)  -0.2104
C (5.713, -6.649, -5.535)  -0.2033
N (4.392, -7.308, -5.430)  -0.0717
C (3.236, -6.461, -5.432)  -0.1995
C (3.304, -5.428, -4.187)  -0.1980
O (1.974, -4.937, -3.830)  -0.1868
C (2.196, -3.863, -2.831)  -0.0808
H (8.497, -7.811, -8.010)  0.0850
H (7.041, -6.787, -8.121)  0.0738
H (7.022, -8.251, -8.870)  0.0860
H (7.828, -7.246, -5.460)  0.1151
H (6.669, -8.255, -4.660)  0.1184
H (5.964, -6.053, -6.412)  0.0993
H (5.906, -6.095, -4.616)  0.1098
H (4.331, -8.216, -5.867)  0.1140
H (2.348, -7.086, -5.337)  0.1110
H (3.034, -5.946, -6.371)  0.1008
H (4.036, -4.737, -4.605)  0.1008
H (3.708, -5.903, -3.293)  0.1136
H (2.203, -2.868, -3.277)  0.0552
H (3.120, -3.926, -2.256)  0.0832
H (1.305, -3.772, -2.210)  0.0806
C (2.798, 10.735, 5.381)  -0.0911
O (2.053, 9.549, 5.094)  -0.2077
C (2.735, 8.528, 4.323)  -0.1956
C (1.947, 7.194, 4.406)  -0.1866
N (1.314, 7.011, 5.742)  -0.0672
C (2.199, 6.660, 6.842)  -0.2078
C (3.069, 5.416, 6.557)  -0.1591
O (3.726, 4.927, 7.794)  -0.1950
C (4.640, 3.873, 7.612)  -0.1325
H (2.317, 11.555, 5.914)  0.0860
H (3.044, 11.206, 4.430)  0.0809
H (3.724, 10.536, 5.922)  0.0862
H (3.712, 8.205, 4.680)  0.1096
H (2.932, 8.888, 3.314)  0.1189
H (2.337, 6.194, 4.220)  0.1078
H (1.148, 7.456, 3.712)  0.1077
H (1.219, 8.012, 5.843)  0.0660
H (1.589, 6.648, 7.745)  0.1205
H (2.829, 7.521, 7.067)  0.1083
H (3.719, 5.646, 5.714)  0.1087
H (2.416, 4.579, 6.307)  0.1073
H (5.320, 4.115, 6.795)  0.0812
H (4.128, 2.985, 7.241)  0.0688
H (5.252, 3.627, 8.480)  0.0860
C (0.275, -1.667, 7.868)  -0.1049
O (-0.452, -2.912, 7.818)  -0.1861
C (-1.819, -2.635, 7.432)  -0.2197
C (-2.707, -3.813, 7.043)  -0.1850
N (-2.574, -4.297, 5.664)  -0.0570
C (-1.497, -5.214, 5.576)  -0.2184
C (-1.420, -5.771, 4.122)  -0.1737
O (-1.680, -4.724, 3.157)  -0.2560
C (-1.703, -5.205, 1.819)  -0.1046
H (0.185, -0.989, 7.020)  0.0710
H (1.325, -1.838, 8.105)  0.0727
H (-0.101, -1.092, 8.715)  0.0804
H (-1.874, -1.913, 6.616)  0.1191
H (-2.307, -2.239, 8.322)  0.1161
H (-3.616, -3.213, 7.062)  0.1099
H (-2.770, -4.593, 7.803)  0.1280
H (-2.424, -3.633, 4.918)  0.0968
H (-1.770, -6.127, 6.105)  0.1170
H (-0.539, -4.839, 5.936)  0.1143
H (-2.125, -6.566, 3.881)  0.1136
H (-0.502, -6.246, 3.776)  0.1111
H (-1.026, -4.484, 1.360)  0.0859
H (-2.692, -5.161, 1.364)  0.0906
H (-1.193, -6.153, 1.648)  0.0860
C (-8.712, 3.416, 0.258)  -0.1433
O (-8.316, 3.179, -1.053)  -0.1995
C (-7.749, 4.368, -1.693)  -0.1926
C (-6.404, 4.921, -1.243)  -0.2185
N (-5.363, 4.153, -1.913)  -0.0511
C (-5.195, 2.745, -1.374)  -0.1958
C (-4.173, 1.978, -2.084)  -0.1793
O (-2.930, 1.821, -1.256)  -0.1872
C (-2.091, 2.882, -1.541)  -0.1620
H (-7.848, 3.422, 0.922)  0.0703
H (-9.329, 2.566, 0.552)  0.0908
H (-9.185, 4.378, 0.452)  0.0876
H (-8.507, 5.152, -1.706)  0.1108
H (-7.656, 4.135, -2.754)  0.1223
H (-6.250, 5.054, -0.172)  0.1143
H (-6.428, 5.923, -1.673)  0.1165
H (-4.504, 4.685, -1.947)  0.0889
H (-6.119, 2.168, -1.421)  0.1156
H (-4.949, 2.700, -0.313)  0.1240
H (-4.174, 2.377, -3.098)  0.1213
H (-4.538, 0.954, -2.165)  0.1213
H (-2.476, 3.880, -1.334)  0.0738
H (-1.932, 2.844, -2.619)  0.0897
H (-1.156, 2.972, -0.988)  0.0849
C (4.324, 1.008, 10.952)  -0.1386
O (5.121, -0.144, 10.976)  -0.2119
C (4.399, -1.298, 10.331)  -0.1351
C (5.317, -1.797, 9.202)  -0.2484
N (6.044, -0.808, 8.554)  -0.0746
C (5.376, 0.026, 7.514)  -0.1506
C (5.299, -0.808, 6.210)  -0.2234
O (4.975, 0.078, 5.129)  -0.2236
C (5.198, -0.604, 3.833)  -0.0768
H (3.626, 0.921, 11.785)  0.0872
H (3.899, 1.229, 9.973)  0.0736
H (4.930, 1.866, 11.244)  0.0837
H (3.398, -1.074, 9.960)  0.1052
H (4.493, -2.034, 11.129)  0.1138
H (4.891, -2.448, 8.438)  0.1175
H (5.921, -2.507, 9.768)  0.1121
H (6.586, -0.212, 9.163)  0.1105
H (5.936, 0.902, 7.186)  0.1178
H (4.401, 0.353, 7.876)  0.0976
H (4.529, -1.579, 6.226)  0.1106
H (6.229, -1.326, 5.978)  0.1183
H (6.074, -1.247, 3.754)  0.0684
H (5.189, 0.025, 2.943)  0.0908
H (4.604, -1.507, 3.969)  0.0769
C (0.314, -1.895, -7.005)  -0.0972
O (0.326, -2.614, -8.218)  -0.2019
C (1.576, -2.850, -8.859)  -0.1990
C (1.439, -3.212, -10.357)  -0.2121
N (0.666, -4.417, -10.611)  -0.0613
C (0.228, -4.672, -11.995)  -0.1852
C (1.212, -4.197, -13.138)  -0.1430
O (2.445, -5.068, -13.013)  -0.2279
C (3.550, -4.971, -13.891)  -0.1091
H (0.675, -2.509, -6.181)  0.0831
H (-0.713, -1.548, -6.889)  0.0890
H (0.946, -1.014, -7.122)  0.0688
H (2.236, -3.494, -8.278)  0.1148
H (2.107, -1.901, -8.778)  0.1052
H (2.429, -3.250, -10.811)  0.1110
H (1.044, -2.342, -10.882)  0.1058
H (-0.107, -4.493, -9.966)  0.1028
H (-0.784, -4.294, -12.142)  0.1076
H (0.166, -5.752, -12.124)  0.1057
H (1.407, -3.130, -13.029)  0.0970
H (0.640, -4.289, -14.062)  0.1071
H (4.027, -5.944, -14.012)  0.0864
H (4.214, -4.171, -13.563)  0.0795
H (3.012, -4.668, -14.789)  0.0779
C (1.566, 2.329, -6.129)  -0.0605
O (0.219, 1.952, -6.549)  -0.2239
C (-0.068, 1.851, -7.883)  -0.2628
C (-1.605, 1.629, -8.032)  -0.1781
N (-2.287, 2.917, -7.877)  -0.0650
C (-3.736, 2.965, -7.982)  -0.1793
C (-4.391, 2.014, -6.943)  -0.2664
O (-4.583, 0.788, -7.576)  -0.1823
C (-4.851, -0.237, -6.539)  -0.0785
H (2.321, 1.568, -6.326)  0.0808
H (1.594, 2.719, -5.111)  0.0844
H (1.820, 3.132, -6.821)  0.0762
H (0.497, 1.047, -8.355)  0.1093
H (0.226, 2.818, -8.292)  0.1168
H (-1.844, 0.888, -7.269)  0.1003
H (-1.677, 1.132, -8.999)  0.1220
H (-1.921, 3.381, -7.058)  0.1058
H (-4.121, 2.710, -8.970)  0.1219
H (-4.068, 3.948, -7.648)  0.1092
H (-5.334, 2.523, -6.742)  0.1141
H (-3.759, 1.842, -6.072)  0.1130
H (-5.256, -1.143, -6.991)  0.0792
H (-5.576, 0.022, -5.767)  0.0784
H (-4.004, -0.617, -5.969)  0.0753
C (-7.725, 5.412, 6.432)  -0.0929
O (-7.147, 4.166, 6.079)  -0.1748
C (-6.617, 3.977, 4.853)  -0.2847
C (-5.503, 2.923, 4.964)  -0.1626
N (-5.256, 2.357, 3.583)  -0.0708
C (-4.174, 1.309, 3.444)  -0.1978
C (-4.599, 0.074, 2.743)  -0.2272
O (-3.510, -0.831, 2.899)  -0.2199
C (-3.474, -2.169, 2.378)  -0.0812
H (-8.191, 5.820, 5.535)  0.0830
H (-7.156, 6.212, 6.907)  0.0815
H (-8.524, 5.312, 7.167)  0.0817
H (-6.239, 4.851, 4.323)  0.1250
H (-7.455, 3.630, 4.247)  0.1180
H (-5.900, 2.113, 5.576)  0.1156
H (-4.533, 3.333, 5.244)  0.1210
H (-6.173, 2.043, 3.299)  0.0763
H (-3.764, 1.036, 4.417)  0.1175
H (-3.351, 1.796, 2.922)  0.1099
H (-4.891, 0.172, 1.697)  0.1226
H (-5.496, -0.255, 3.269)  0.1198
H (-4.195, -2.799, 2.900)  0.0924
H (-2.537, -2.726, 2.413)  0.0470
H (-3.622, -2.071, 1.303)  0.0837
C (2.041, 1.911, 4.189)  -0.0789
O (0.791, 1.427, 3.659)  -0.1648
C (0.833, 0.047, 3.551)  -0.2664
C (-0.199, -0.515, 2.609)  -0.2211
N (0.236, -0.358, 1.248)  -0.0698
C (-0.770, -0.417, 0.192)  -0.1570
C (-0.188, -0.023, -1.147)  -0.2467
O (0.525, -0.914, -1.944)  -0.1613
C (0.930, -0.364, -3.168)  -0.1265
H (2.634, 1.315, 4.882)  0.0744
H (1.879, 2.796, 4.803)  0.0635
H (2.574, 2.233, 3.294)  0.0931
H (0.761, -0.369, 4.556)  0.1130
H (1.781, -0.314, 3.152)  0.1183
H (-1.120, 0.033, 2.804)  0.1064
H (-0.361, -1.574, 2.812)  0.1172
H (0.700, 0.536, 1.324)  0.1029
H (-1.294, 0.496, 0.475)  0.1161
H (-1.291, -1.371, 0.118)  0.1294
H (0.265, 0.966, -1.077)  0.1181
H (-1.056, 0.131, -1.789)  0.1108
H (0.575, 0.573, -3.596)  0.0792
H (0.692, -1.048, -3.983)  0.0728
H (2.014, -0.254, -3.180)  0.0876

For the LUMO energy, the calculation gives 0.5371 eV. The relative energy (zero: lowest compared OMol25 entry of this formula, charge and spin) comes out at 12.406 eV. As for the net charge: 0. Its HOMO energy is -8.10 eV. As for the orbital gap: 8.638 eV. The spin multiplicity is 1. Its maximum force is 0.0783 hartree/bohr.

***

No. 2
Density functional theory data (the ωB97M-V functional and the def2-TZVPD basis) for C6H16Fe2N2O4 as an isolated structure.

Last column: natural (NBO) charge in e.
Atoms and positions in Å:
Fe (-2.844, -2.881, -1.070)  1.6001
Fe (-3.568, 0.623, -0.713)  0.9479
O (-3.689, -2.204, -2.852)  -1.1795
H (-3.070, -1.707, -3.421)  0.4687
O (-2.318, -1.007, -0.479)  -1.3383
H (-1.346, -0.966, -0.568)  0.4996
C (-0.544, 0.473, 2.066)  0.5041
O (0.307, 0.991, 1.207)  -0.6611
N (-0.366, 0.427, 3.454)  -0.4043
C (0.672, 1.135, 4.123)  -0.4353
C (-1.320, -0.394, 4.173)  -0.4088
H (-1.527, 0.071, 1.775)  0.1070
H (1.274, 0.614, 4.867)  0.2161
H (0.249, 1.972, 4.679)  0.2072
H (1.423, 1.462, 3.404)  0.2536
H (-1.849, 0.105, 4.985)  0.2087
H (-2.030, -0.914, 3.530)  0.2022
H (-0.629, -1.046, 4.709)  0.2121
C (1.657, -0.611, -1.499)  0.5246
O (2.434, -1.602, -1.274)  -0.6279
N (1.855, 0.210, -2.617)  -0.4193
C (0.762, 1.182, -2.976)  -0.4227
C (2.886, 0.067, -3.596)  -0.4176
H (0.677, -0.441, -1.028)  0.1012
H (0.166, 1.553, -2.142)  0.2100
H (0.123, 0.755, -3.749)  0.1862
H (1.277, 2.064, -3.355)  0.2175
H (2.436, -0.377, -4.484)  0.1905
H (3.239, 1.040, -3.940)  0.2059
H (3.661, -0.593, -3.208)  0.2516

For the LUMO energy (alpha / beta), the calculation gives -5.7082 / -6.0951 eV. Its expectation value of S² is 24.763. As for the net charge: +1. Its HOMO energy (alpha / beta) is -11.43 / -11.43 eV. As for the orbital gap (alpha / beta): 5.724 / 5.337 eV. The spin multiplicity is 10. Its maximum force is 0.1126 hartree/bohr.

***

No. 3
Density functional theory data (the ωB97M-V functional and the def2-TZVPD basis) for a 2-piece molecular cluster, C2H6S2 overall.

Last column: natural (NBO) charge in e.
Atoms and positions in Å:
C (1.628, 0.714, -0.037)  -0.3948
C (1.164, 0.379, 1.159)  -0.3782
H (2.441, 0.146, -0.479)  0.1969
H (1.130, 1.524, -0.557)  0.1954
H (1.716, -0.175, 1.904)  0.1897
H (0.222, 0.785, 1.530)  0.1883
S (-2.515, 0.091, -0.716)  -0.1396
S (-1.553, -1.766, -1.004)  -0.1269
H (-2.133, 0.548, -1.916)  0.1358
H (-2.100, -2.247, 0.117)  0.1335

For the LUMO energy, the calculation gives 0.2115 eV. The relative energy (zero: lowest compared OMol25 entry of this formula, charge and spin) comes out at 1.548 eV. As for the net charge: 0. Its HOMO energy is -8.54 eV. As for the orbital gap: 8.750 eV. The spin multiplicity is 1. Its maximum force is 0.0171 hartree/bohr.